Record 1
DFT (wB97M-V/def2-TZVPD) results for one molecule with the formula CHNOS in a non-equilibrium geometry.

The calculation puts the max |F| at 11.806 eV/A. The HOMO-LUMO gap is 9.4461 eV. The value obtained for the relative energy (zero: lowest compared OMol25 entry of this formula, charge and spin) is 302.5 kJ/mol. The value obtained for the electronic energy is -566.7152 a.u. The HOMO energy is -10.19 eV.

```
! wB97M-V def2-TZVPD RIJCOSX def2/J DEFGRID3
* xyz 0 1
O -1.24353 -1.55179 0.09818
C -0.45628 -0.23095 -0.11653
N 0.75168 0.21355 -0.37688
S -0.45480 1.41108 0.10384
H 1.40294 0.15812 0.29139
*
```

Löwdin atomic charge list, values in e, 4 entries: number 1, O, carries -0.192; number 2, C, carries -0.660; number 3, N, carries -0.148; number 4, S, carries 0.968


Record 2
DFT (wB97M-V/def2-TZVPD) results for CHNaO2 as an isolated structure in a non-equilibrium geometry.

The calculation puts the max |F| at 2.787 eV/A. The HOMO-LUMO gap (spin up / spin down) is 8.9457 / 11.0573 eV. The value obtained for the relative energy (zero: lowest compared OMol25 entry of this formula, charge and spin) is 22.6 kJ/mol. The value obtained for the electronic energy is -351.2053 a.u. The HOMO energy (spin up / spin down) is -14.19 / -16.94 eV. As for the expectation value of S²: 0.753.

```
! wB97M-V def2-TZVPD RIJCOSX def2/J DEFGRID3
* xyz 1 2
O -1.32065 1.37841 -0.25510
C -0.52056 0.81129 0.41705
O 0.06764 -0.29499 -0.01861
Na 2.08364 -1.46539 0.81921
H -0.31007 -0.42933 -0.96255
*
```

Löwdin atomic charge list, values in e, 4 entries: number 1, O, carries 0.154; number 2, C, carries -0.231; number 3, O, carries -0.013; number 4, Na, carries 0.906


Record 3
DFT (wB97M-V/def2-TZVPD) results for CHO3Pr as an isolated structure in a non-equilibrium geometry.

The calculation puts the max |F| at 3.704 eV/A. The HOMO-LUMO gap (spin up / spin down) is 7.0464 / 7.7389 eV. The value obtained for the relative energy (zero: lowest compared OMol25 entry of this formula, charge and spin) is 0.0 kJ/mol. The value obtained for the electronic energy is -781.1846 a.u. The HOMO energy (spin up / spin down) is -12.74 / -13.46 eV. As for the expectation value of S²: 3.752.

```
! wB97M-V def2-TZVPD RIJCOSX def2/J DEFGRID3
* xyz 1 4
O -1.00691 0.77792 -0.12031
C -0.26874 -0.14452 -0.59149
O -0.48917 -0.92106 -1.50620
Pr -0.30059 1.78470 1.91306
O 0.83148 -0.31581 0.22007
H 1.23394 -1.18122 0.08487
*
```

Löwdin atomic charge list, values in e, 4 entries: number 1, O, carries -0.212; number 2, C, carries -0.769; number 3, O, carries 0.124; number 4, Pr, carries 1.705


Record 4
DFT (wB97M-V/def2-TZVPD) results for CHO3Rh as an isolated structure in a non-equilibrium geometry.

The calculation puts the max |F| at 3.693 eV/A. The HOMO-LUMO gap (spin up / spin down) is 8.9019 / 6.9120 eV. The value obtained for the relative energy (zero: lowest compared OMol25 entry of this formula, charge and spin) is 44.5 kJ/mol. The value obtained for the electronic energy is -374.4251 a.u. The HOMO energy (spin up / spin down) is -13.22 / -17.85 eV. As for the expectation value of S²: 8.778.

```
! wB97M-V def2-TZVPD RIJCOSX def2/J DEFGRID3
* xyz 1 6
Rh -1.93495 0.67020 0.03062
O 0.14399 0.68257 0.48424
H 0.94221 0.91681 0.97103
O 1.38997 -0.99583 -0.42491
C 0.30043 -0.47649 -0.30860
O -0.84165 -0.79726 -0.75237
*
```

Löwdin atomic charge list, values in e, 4 entries: number 1, Rh, carries 1.305; number 2, O, carries -0.076; number 3, H, carries 0.165; number 4, O, carries 0.298


Record 5
DFT (wB97M-V/def2-TZVPD) results for an isolated ion of composition CHO3S3 and charge -1 in a non-equilibrium geometry.

The calculation puts the max |F| at 7.633 eV/A. The HOMO-LUMO gap is 6.3963 eV. The value obtained for the relative energy (zero: lowest compared OMol25 entry of this formula, charge and spin) is 174.2 kJ/mol. The value obtained for the electronic energy is -1458.9908 a.u. The HOMO energy is -3.73 eV.

```
! wB97M-V def2-TZVPD RIJCOSX def2/J DEFGRID3
* xyz -1 1
O -2.12848 1.34715 -0.88365
S -1.56222 0.00588 -0.96137
O -2.44771 -1.05944 -0.57625
S -0.00870 0.05212 0.95546
O -0.18416 -1.41230 1.38207
C 1.68302 0.14896 0.17325
S 2.44986 1.58723 -0.15927
H 2.19838 -0.66960 0.06976
*
```

Löwdin atomic charge list, values in e, 4 entries: number 1, O, carries -0.542; number 2, S, carries 0.590; number 3, O, carries -0.496; number 4, S, carries 0.647


Record 6
DFT (wB97M-V/def2-TZVPD) results for a 2-piece molecular cluster, CHO4S overall in a non-equilibrium geometry.

The calculation puts the max |F| at 3.674 eV/A. The HOMO-LUMO gap (spin up / spin down) is 6.5609 / 7.6969 eV. The value obtained for the relative energy (zero: lowest compared OMol25 entry of this formula, charge and spin) is 0.0 kJ/mol. The value obtained for the electronic energy is -737.8010 a.u. The HOMO energy (spin up / spin down) is -2.80 / -5.09 eV. As for the expectation value of S²: 2.007.

```
! wB97M-V def2-TZVPD RIJCOSX def2/J DEFGRID3
* xyz -1 3
C -0.46833 -0.56549 1.72967
O 1.40869 1.51205 -1.01400
O -0.31496 0.06675 2.75212
O 1.12508 -0.86627 -1.66977
O -0.73390 0.67281 -2.07349
S 0.49811 0.41626 -1.29930
H -1.51470 -1.23612 1.57477
*
```

Löwdin atomic charge list, values in e, 4 entries: number 1, C, carries -0.064; number 2, O, carries -0.450; number 3, O, carries -0.057; number 4, O, carries -0.470